Arrangement one

19
Properties=species:S:1:pos:R:3 method="wB97M-V/def2-TZVPD" homo_ha=-0.47248 spin_multiplicity=1 homo_lumo_gap_ha=0.36039 lumo_energy_ev=-3.050 charge=+1
H 2.96 0.35 0.65
N 1.95 0.30 0.72
C 1.63 -0.93 0.56
N 0.73 -1.42 -0.35
C 0.11 -0.58 -1.37
C -0.65 0.71 -1.00
C -1.55 0.83 0.21
N -0.77 0.63 1.50
H 2.20 -1.81 0.92
H 0.68 -2.42 -0.44
H -0.71 -1.22 -1.74
H 0.68 -0.43 -2.29
H -1.30 1.01 -1.83
H 0.06 1.54 -1.11
H -2.32 0.07 0.28
H -2.10 1.77 0.16
H -0.33 -0.25 1.23
H 0.06 1.23 1.57
H -1.32 0.63 2.36

Arrangement two

19
Properties=species:S:1:pos:R:3 method="wB97M-V/def2-TZVPD" homo_ha=-0.47028 spin_multiplicity=1 homo_lumo_gap_ha=0.34433 lumo_energy_ev=-3.427 charge=+1
N -0.37 1.71 2.30
C 0.05 1.55 0.95
C 0.43 0.36 0.50
N 0.38 -0.72 1.56
C 0.66 -0.09 -0.90
C -0.47 -1.05 -1.39
N -0.53 -1.25 -2.80
H 0.05 2.55 2.68
H -1.36 1.85 2.36
H 0.06 2.40 0.28
H 0.59 -1.63 1.16
H -0.57 -0.72 1.97
H 1.01 -0.49 2.32
H 0.66 0.79 -1.53
H 1.63 -0.58 -1.00
H -1.43 -0.66 -1.05
H -0.37 -2.02 -0.88
H 0.35 -1.57 -3.18
H -0.78 -0.43 -3.33

Arrangement three

19
Properties=species:S:1:pos:R:3 method="wB97M-V/def2-TZVPD" homo_ha=-0.48571 spin_multiplicity=1 homo_lumo_gap_ha=0.20814 lumo_energy_ev=-7.553 charge=+1
C -0.76 -1.27 -1.55
C 0.33 -1.10 -0.49
C 0.30 0.21 0.22
C 1.46 0.51 1.16
N 1.21 1.62 2.06
N -0.24 1.27 -0.45
N -2.08 -1.29 -0.99
H -0.52 -2.12 -2.18
H -0.69 -0.38 -2.17
H 1.33 -1.21 -0.93
H 0.26 -1.88 0.27
H 1.57 -0.38 1.78
H 2.00 2.23 2.18
H 0.44 2.20 1.75
H -0.77 0.53 0.68
H -0.92 1.98 -0.16
H 2.28 0.72 0.48
H -2.54 -2.16 -0.79
H -2.69 -0.55 -1.24

Arrangement four

19
Properties=species:S:1:pos:R:3 method="wB97M-V/def2-TZVPD" homo_ha=-0.51516 spin_multiplicity=1 homo_lumo_gap_ha=0.40916 lumo_energy_ev=-2.884 charge=+1
C 2.20 0.47 -0.15
C 2.51 -0.89 0.43
C -2.87 0.54 0.74
C -2.31 0.21 -0.38
N 1.27 1.47 0.34
N -1.38 -0.93 -0.43
N 0.81 0.55 -0.67
H 3.11 0.79 -0.62
H 3.02 -1.34 -0.36
H 1.47 -1.28 0.59
H 2.99 -0.68 1.47
H -2.87 -0.08 1.69
H 0.94 1.20 1.26
H -3.56 1.37 0.71
H -2.60 0.71 -1.39
H -1.57 -1.72 0.17
H -1.38 -1.30 -1.40
H 0.49 1.07 -1.53
H -0.26 -0.16 -0.47

arrangement two (11.7 kcal/mol below the next structure)

Arrangement one

19
Properties=species:S:1:pos:R:3 method="wB97M-V/def2-TZVPD" homo_ha=-0.47455 spin_multiplicity=1 homo_lumo_gap_ha=0.35240 lumo_energy_ev=-3.324 charge=+1
N -2.03 1.35 0.96
C -1.87 -0.06 0.69
C -0.43 -0.50 1.04
C 0.63 -0.13 0.04
N 1.90 0.33 0.46
C 0.50 -0.46 -1.24
N 1.71 -0.42 -2.06
H -2.27 1.47 1.94
H -2.88 1.67 0.50
H -2.07 -0.34 -0.35
H -2.49 -0.77 1.26
H -0.19 0.05 1.95
H -0.38 -1.54 1.38
H 2.26 0.00 1.34
H 1.92 1.34 0.52
H -0.41 -0.76 -1.72
H 2.42 0.10 -1.51
H 1.59 0.04 -2.96
H 2.07 -1.36 -2.22

Arrangement two

19
Properties=species:S:1:pos:R:3 method="wB97M-V/def2-TZVPD" homo_ha=-0.54264 spin_multiplicity=1 homo_lumo_gap_ha=0.43180 lumo_energy_ev=-3.016 charge=+1
C 2.77 0.48 0.31
C 1.50 -0.37 0.39
C 0.31 0.53 0.73
N -1.00 -0.16 0.64
C -1.80 -0.22 -0.41
N -1.54 0.48 -1.52
N -2.89 -0.99 -0.36
H 2.68 1.20 -0.46
H 3.62 -0.14 0.06
H 2.98 0.97 1.26
H 1.31 -0.91 -0.54
H 1.65 -1.13 1.16
H 0.41 0.81 1.78
H 0.28 1.42 0.12
H -0.97 -0.97 1.25
H -2.30 0.91 -2.02
H -0.66 0.95 -1.62
H -2.99 -1.58 0.42
H -3.37 -1.28 -1.20

arrangement two (43.1 kcal/mol below the next structure)

Arrangement one

19
Properties=species:S:1:pos:R:3 method="wB97M-V/def2-TZVPD" homo_ha=-0.48655 spin_multiplicity=1 homo_lumo_gap_ha=0.35535 lumo_energy_ev=-3.570 charge=+1
N 1.40 -0.67 0.09
C 0.90 -0.98 1.48
N 1.88 -0.92 2.51
H 1.89 0.29 0.06
H 1.98 -1.41 -0.20
H 0.07 -0.28 1.68
H 0.59 -2.04 1.38
H 2.75 -1.43 2.26
H 2.17 0.03 2.68
C -1.46 1.30 -0.94
C -0.66 2.27 -0.47
C -1.75 -0.67 -2.01
N -1.13 -0.05 -1.04
H -2.46 1.68 -1.22
H 0.41 2.17 -0.24
H -1.06 3.24 -0.23
H -1.47 -1.66 -2.39
H -2.67 -0.21 -2.44
H 0.61 -0.46 -0.61

Arrangement two

19
Properties=species:S:1:pos:R:3 method="wB97M-V/def2-TZVPD" homo_ha=-0.46174 spin_multiplicity=1 homo_lumo_gap_ha=0.31812 lumo_energy_ev=-3.908 charge=+1
N 0.57 2.05 1.02
C 0.70 2.20 -0.28
N 1.84 2.20 -0.92
H 1.33 1.78 1.61
H -0.36 1.85 1.36
H -0.20 2.36 -0.85
H 1.84 2.33 -1.92
H 2.72 2.04 -0.46
N -1.39 -1.28 -1.63
C -0.61 -1.88 -0.54
C -0.57 -1.54 1.95
C -0.79 -1.09 0.73
H -1.52 -1.98 -2.36
H -0.84 -0.57 -2.10
H 0.46 -1.96 -0.78
H -0.96 -2.89 -0.38
H -0.82 -0.95 2.82
H -0.16 -2.53 2.12
H -1.25 -0.12 0.60

arrangement two (22.6 kcal/mol below the next structure)